Entry 1:
111
Properties=species:S:1:pos:R:3:forces:R:3 method="wB97M-V/def2-TZVPD" e_above_lowest_ev=2.0891 total_charge=+1 gap_ev="5.961 / 6.287" molar_mass_da=1034.86
Rh -0.3173 -0.2612 0.1729 0.49 2.05 0.27
N -6.2994 -4.7040 -3.3636 0.05 0.05 0.01
C -5.5015 -4.2224 -2.3642 0.13 0.11 0.05
C -4.1777 -4.6682 -2.2305 -0.07 -0.05 -0.05
C -3.3439 -4.1109 -1.2842 0.14 -0.02 -0.08
C -3.8209 -3.1078 -0.4575 0.21 0.40 0.17
C -5.1406 -2.6758 -0.5445 0.02 -0.06 0.03
C -5.9766 -3.2374 -1.4835 -0.06 -0.01 -0.01
S -2.7317 -2.2245 0.5961 -0.11 -0.52 0.09
O -1.4816 -2.9266 0.7544 0.01 -0.02 -0.32
O -3.4279 -1.8289 1.7846 -0.28 0.00 -0.12
N -2.2985 -0.8812 -0.3044 1.66 -0.24 0.93
C -2.8996 0.3041 -0.0229 -0.69 0.73 0.21
N -2.0183 1.3267 0.0365 0.77 -1.34 0.42
C -2.4717 2.5043 0.4506 0.19 0.38 -0.02
C -3.8055 2.6996 0.7433 0.07 0.03 -0.15
C -4.6446 1.6028 0.5823 0.07 -0.01 0.04
N -4.2023 0.4114 0.2148 0.01 -0.07 -0.23
H -5.9877 -5.4803 -3.9161 -0.08 -0.06 0.01
H -7.2786 -4.4893 -3.3686 -0.04 -0.07 -0.01
H -3.8141 -5.4528 -2.8833 0.03 0.01 0.01
H -2.3213 -4.4447 -1.1756 0.09 -0.01 -0.08
H -5.4775 -1.8962 0.1237 -0.10 0.02 -0.05
H -7.0078 -2.9127 -1.5575 0.02 0.02 0.00
H -1.7490 3.3077 0.5282 0.03 -0.04 0.06
H -4.1722 3.6610 1.0688 0.00 -0.01 -0.01
H -5.7087 1.6754 0.7796 0.01 0.04 -0.02
C 4.3730 -2.6758 2.1870 -0.06 -0.06 -0.09
O 4.5559 -1.5689 3.0694 -0.11 0.17 -0.05
C 5.4948 -0.6544 2.6536 -0.07 -0.08 -0.10
C 6.7043 -0.6249 3.3346 0.03 0.01 0.05
C 7.7027 0.2639 2.9837 0.00 -0.01 -0.01
C 7.4928 1.1353 1.9252 0.05 0.02 -0.07
C 6.2898 1.1179 1.2471 -0.09 0.05 0.04
C 5.2612 0.2446 1.6056 0.10 0.07 0.20
N 4.0985 0.2825 0.7974 -0.13 -0.10 -0.03
C 2.7631 0.2130 1.0879 0.33 0.36 0.10
N 2.4163 0.2198 2.3774 0.42 -0.22 0.12
C 1.1529 0.1150 2.9500 -0.12 0.05 -0.46
C -0.0312 0.0494 2.2425 -1.09 -0.78 -1.15
C -1.2382 -0.0479 2.9300 -0.10 0.23 0.12
C -1.2502 -0.1140 4.3097 -0.03 0.09 -0.08
C -0.0655 -0.0344 5.0312 0.09 0.00 0.14
C 1.1348 0.0923 4.3616 -0.36 0.01 -0.20
O 2.3523 0.2003 4.9428 0.17 0.01 -0.04
C 2.4247 0.1332 6.3565 0.06 0.00 0.15
N 1.8895 0.2406 0.1074 -1.62 -0.62 0.14
C 2.4181 0.2938 -1.2109 0.08 0.11 -0.42
C 2.3451 1.4772 -1.9372 0.26 -0.05 0.23
C 2.9084 1.5776 -3.1994 0.08 0.09 -0.08
C 3.5169 0.4715 -3.7661 0.11 0.08 0.10
C 3.5546 -0.7351 -3.0821 0.12 -0.02 0.00
C 3.0297 -0.8298 -1.7986 -0.12 0.08 0.08
O 3.0942 -1.9461 -1.0284 0.01 0.03 -0.01
C 3.6540 -3.1133 -1.6104 0.08 -0.06 -0.04
H 3.5962 -3.2939 2.6320 0.01 0.00 -0.01
H 5.2962 -3.2546 2.1022 0.01 0.03 0.03
H 4.0552 -2.3485 1.1935 0.01 0.02 0.05
H 6.8425 -1.3354 4.1393 -0.02 0.01 0.00
H 8.6428 0.2652 3.5175 -0.01 0.01 0.02
H 8.2645 1.8315 1.6262 0.00 -0.01 -0.01
H 6.1228 1.7987 0.4201 0.00 0.03 0.02
H 4.2744 0.6021 -0.1429 0.03 -0.10 -0.06
H 3.1618 0.1462 3.0542 0.13 -0.01 0.00
H -2.1827 -0.1044 2.4070 0.12 -0.03 0.09
H -2.1898 -0.2305 4.8323 -0.01 0.01 -0.01
H -0.0918 -0.0668 6.1111 0.02 -0.01 -0.02
H 3.4790 0.2124 6.6042 -0.01 0.00 0.00
H 2.0361 -0.8170 6.7291 -0.01 0.00 -0.04
H 1.8813 0.9600 6.8191 -0.01 -0.01 -0.03
H 1.8740 2.3336 -1.4697 -0.05 -0.02 0.00
H 2.8710 2.5158 -3.7362 -0.02 -0.01 -0.01
H 3.9712 0.5401 -4.7454 -0.08 -0.02 -0.03
H 4.0030 -1.5988 -3.5529 0.04 0.03 0.03
H 4.6855 -2.9453 -1.9285 0.01 0.02 0.05
H 3.0575 -3.4583 -2.4588 0.04 0.05 0.02
H 3.6346 -3.8709 -0.8308 0.01 -0.01 -0.02
C 1.2214 0.6094 -7.0111 0.04 -0.02 0.03
C 0.5004 1.5788 -6.3289 0.03 0.07 -0.04
C 0.0390 1.3283 -5.0467 -0.02 -0.04 0.11
C 0.2850 0.1040 -4.4320 0.12 0.20 0.36
C 1.0531 -0.8424 -5.0994 -0.12 -0.02 0.04
C 1.5032 -0.5968 -6.3884 0.03 0.01 -0.05
As -0.5017 -0.2575 -2.6419 -0.18 -0.58 -0.54
C -2.3180 0.2529 -3.1484 -0.08 -0.20 0.19
C -3.3161 -0.6569 -3.4751 0.10 -0.06 0.03
C -4.5966 -0.2105 -3.7694 -0.02 -0.04 0.02
C -4.8966 1.1424 -3.7210 -0.03 0.04 -0.01
C -3.9118 2.0558 -3.3719 -0.03 0.00 0.01
C -2.6305 1.6092 -3.0893 0.13 -0.04 0.13
C -0.3617 -2.1997 -2.7684 -0.17 -0.09 -0.05
C -0.7946 -2.9240 -3.8807 -0.14 0.00 0.05
C -0.5601 -4.2866 -3.9677 -0.14 0.06 -0.07
C 0.1125 -4.9470 -2.9476 -0.01 -0.06 0.05
C 0.5487 -4.2395 -1.8390 -0.07 -0.08 0.01
C 0.3175 -2.8741 -1.7606 -0.20 0.25 0.05
H 1.5684 0.7957 -8.0188 -0.01 0.01 0.00
H 0.2933 2.5305 -6.8011 -0.02 0.01 0.02
H -0.5225 2.0924 -4.5251 -0.02 0.01 -0.10
H 1.3028 -1.7789 -4.6204 -0.01 0.01 -0.07
H 2.0743 -1.3548 -6.9096 0.02 0.00 0.01
H -3.1007 -1.7190 -3.4832 -0.08 0.01 0.03
H -5.3644 -0.9289 -4.0234 -0.03 -0.02 -0.01
H -5.8974 1.4860 -3.9493 0.00 -0.01 0.02
H -4.1444 3.1109 -3.3019 0.01 0.00 -0.05
H -1.8668 2.3192 -2.7881 -0.06 0.06 0.01
H -1.3025 -2.4150 -4.6910 0.02 -0.03 -0.02
H -0.9104 -4.8334 -4.8342 0.03 -0.01 0.00
H 0.2880 -6.0128 -3.0192 0.01 0.00 0.02
H 1.0576 -4.7446 -1.0283 0.01 -0.01 -0.01
H 0.6882 -2.3287 -0.8955 -0.01 -0.11 -0.04

***

Entry 2:
116
Properties=species:S:1:pos:R:3:forces:R:3 method="wB97M-V/def2-TZVPD" e_above_lowest_ev=0.4436 total_charge=0 gap_ev=7.206 molar_mass_da=1309.34
Pb -0.6338 -0.5701 -0.0514 0.42 0.14 -0.10
N -3.6257 -0.2025 -3.5802 0.03 -0.06 -0.09
C -3.1812 -0.2718 -2.2935 -0.08 0.03 0.10
S -2.4249 -1.7569 -1.8170 -0.07 -0.02 0.13
N -3.4331 0.7960 -1.5700 0.11 -0.01 -0.17
N -2.8505 0.7826 -0.3456 -0.08 -0.23 0.18
C -3.3911 1.4955 0.5708 0.04 0.12 0.02
C -4.6193 2.3067 0.3425 0.04 0.07 0.03
C -4.5509 3.4752 -0.4102 -0.01 0.01 -0.01
C -5.6798 4.2598 -0.5899 0.00 -0.03 0.02
C -6.8903 3.8769 -0.0246 0.04 0.00 0.01
C -6.9672 2.7019 0.7094 -0.02 0.02 -0.02
C -5.8342 1.9210 0.8944 -0.03 -0.04 0.01
C -2.7341 1.5225 1.9026 0.06 0.03 -0.13
C -3.2442 2.2832 2.9492 -0.05 0.04 0.02
C -2.5871 2.2707 4.1688 0.00 0.02 0.02
C -1.4387 1.5123 4.3113 0.02 0.01 0.01
C -0.9948 0.7921 3.2131 0.01 -0.06 -0.07
N -1.6216 0.7964 2.0452 -0.14 -0.08 0.03
H -3.7260 -1.0690 -4.0781 -0.01 0.00 0.00
H -4.2623 0.5469 -3.7987 -0.01 0.00 0.03
H -3.6111 3.7555 -0.8722 -0.02 0.00 0.01
H -5.6168 5.1669 -1.1777 -0.01 0.00 0.01
H -7.7698 4.4941 -0.1555 0.00 -0.02 -0.02
H -7.9122 2.3902 1.1358 0.01 0.00 0.01
H -5.8944 1.0001 1.4641 0.01 0.03 0.00
H -4.1433 2.8664 2.8075 0.02 0.00 0.00
H -2.9760 2.8428 5.0019 0.00 0.00 -0.01
H -0.9017 1.4615 5.2483 -0.01 0.00 -0.01
H -0.1126 0.1646 3.2682 -0.01 -0.01 0.00
Se 3.9621 -6.5900 -4.7667 0.15 -0.26 -0.17
N 2.9491 -5.2433 -5.3371 -0.07 0.06 0.03
C 2.6322 -4.5407 -4.2849 -0.04 0.10 0.09
C 1.7928 -3.3460 -4.3274 0.06 -0.06 0.02
C 1.2000 -2.8981 -5.5047 0.05 -0.02 -0.05
C 0.3918 -1.7838 -5.4620 0.01 0.00 -0.04
C 0.2065 -1.1519 -4.2351 0.02 0.02 0.09
N 0.7847 -1.5489 -3.1145 -0.13 0.02 0.04
C 1.5649 -2.6297 -3.1463 -0.02 0.06 0.06
C 2.1655 -3.0661 -1.8623 -0.01 -0.01 0.08
N 1.9692 -2.2922 -0.7861 -0.02 -0.19 0.00
C 2.4494 -2.7109 0.3755 -0.05 0.23 0.00
C 3.1266 -3.9146 0.5540 0.02 0.01 0.03
C 3.3564 -4.6957 -0.5522 0.02 -0.06 -0.04
C 2.8889 -4.2607 -1.7920 0.04 -0.03 -0.08
C 3.1577 -5.0070 -3.0193 -0.06 0.10 0.03
N 3.8929 -6.0838 -3.0634 -0.06 0.05 0.06
H 1.3859 -3.4383 -6.4243 -0.03 0.01 0.01
H -0.0972 -1.4087 -6.3513 0.00 0.00 0.02
H -0.4493 -0.2903 -4.1502 0.00 0.01 -0.02
H 2.2643 -2.0631 1.2235 -0.02 -0.07 -0.05
H 3.4522 -4.2115 1.5427 -0.01 0.02 -0.01
H 3.8845 -5.6383 -0.4893 0.02 0.02 0.00
O -0.2421 -1.9944 1.6334 0.03 0.43 0.09
C -0.5577 -2.8941 2.6269 -0.13 -0.35 -0.17
C -1.0560 -4.1847 1.9785 -0.07 -0.03 0.12
C -1.7629 -5.2211 2.5102 -0.02 -0.07 -0.08
C -2.0008 -6.2646 1.5671 -0.03 0.03 0.12
C -1.4789 -5.9820 0.3428 0.04 0.02 0.02
S -0.6966 -4.4601 0.3257 0.10 0.01 -0.07
C 0.7084 -3.1887 3.4428 -0.04 -0.08 -0.05
C 1.7023 -2.3072 3.7409 0.09 0.08 0.11
C 2.7421 -2.8719 4.5344 -0.04 0.04 -0.04
C 2.5136 -4.1821 4.8226 -0.02 -0.05 -0.05
S 1.0534 -4.7332 4.1194 -0.05 0.03 -0.01
C -1.6420 -2.3750 3.5727 0.03 -0.04 -0.08
C -1.6185 -2.2196 4.9256 -0.07 0.07 0.10
C -2.8377 -1.6890 5.4484 0.12 -0.01 0.01
C -3.7578 -1.4567 4.4750 0.01 -0.02 -0.07
S -3.1627 -1.8917 2.9283 -0.04 -0.09 -0.01
H -2.1165 -5.2312 3.5332 0.01 0.00 -0.02
H -2.5473 -7.1697 1.7958 0.02 0.03 -0.03
H -1.5210 -6.5802 -0.5543 -0.02 0.01 0.04
H 1.7019 -1.2838 3.3910 -0.05 -0.02 -0.01
H 3.6168 -2.3279 4.8639 -0.02 -0.01 0.00
H 3.1302 -4.8623 5.3896 0.00 0.05 -0.01
H -0.7601 -2.4714 5.5347 -0.02 0.00 -0.04
H -3.0087 -1.4905 6.4981 -0.01 -0.01 -0.04
H -4.7570 -1.0607 4.5782 0.05 -0.01 0.02
N 1.8499 6.6572 2.9445 -0.01 0.02 -0.06
C 2.5502 5.6958 2.2867 -0.03 0.01 0.03
O 3.7554 5.7297 2.1528 0.00 -0.01 0.04
C 1.7321 4.5647 1.7244 0.02 0.06 -0.01
C 2.3220 3.3135 1.6332 0.08 0.03 0.00
C 1.5862 2.2750 1.0899 -0.10 -0.05 -0.08
N 0.3416 2.4201 0.6372 0.01 0.05 -0.04
C -0.2194 3.6210 0.7312 0.02 -0.08 0.00
C 0.4326 4.7229 1.2649 -0.05 0.03 0.02
H 2.3628 7.4103 3.3694 0.02 -0.01 -0.01
H 0.8735 6.5564 3.1501 0.01 -0.03 0.03
H 3.3407 3.1764 1.9710 -0.02 -0.02 -0.01
H 2.0083 1.2774 0.9969 0.03 0.03 0.00
H -1.2366 3.7076 0.3609 0.03 0.00 -0.02
H -0.0644 5.6853 1.2829 0.01 -0.03 0.00
C 3.6404 0.3969 -4.6732 -0.06 0.04 0.01
C 2.6279 1.4867 -4.3265 0.02 -0.14 -0.06
As 2.1881 1.5526 -2.4026 0.12 0.21 0.01
C 4.0210 1.8977 -1.7444 0.02 0.08 -0.02
C 4.7652 3.0808 -2.3555 -0.01 -0.06 0.03
C 1.5304 3.4150 -2.4262 -0.19 -0.01 -0.01
C 0.0492 3.4495 -2.8102 0.08 -0.01 0.03
H 3.7091 0.2516 -5.7533 0.02 0.00 0.01
H 3.3670 -0.5632 -4.2285 -0.03 -0.01 0.00
H 4.6373 0.6560 -4.3107 -0.02 -0.02 0.01
H 1.6900 1.3133 -4.8568 -0.04 -0.02 -0.01
H 2.9919 2.4679 -4.6376 0.00 -0.01 -0.01
H 4.5789 0.9702 -1.8907 -0.02 -0.02 0.00
H 3.9296 2.0306 -0.6656 0.02 -0.01 0.06
H 4.7996 3.0186 -3.4451 0.02 0.01 0.02
H 5.7960 3.1163 -1.9956 -0.01 0.02 -0.01
H 4.2935 4.0275 -2.0889 0.00 -0.01 -0.02
H 2.1224 4.0044 -3.1283 0.02 0.00 0.00
H 1.6830 3.8470 -1.4352 -0.01 -0.02 0.06
H -0.1014 3.0809 -3.8281 -0.01 0.01 0.02
H -0.3540 4.4647 -2.7671 0.00 -0.02 -0.01
H -0.5465 2.8176 -2.1458 0.01 0.02 0.00